Record 1
Molecular formula: C6H10O
Method: DFT, ωB97M-V/def2-TZVPD

```
! RIJCOSX wB97M-V def2-TZVPD def2/J DEFGRID3
* xyz 0 1
H 0.84 -0.54 2.22
C 0.53 1.19 0.99
C -0.85 -0.29 -1.50
C 0.85 -1.21 0.15
H 0.00 -2.18 -1.66
O 0.28 1.53 -0.36
C 0.32 -0.30 1.28
H -1.38 1.80 -1.50
H 0.95 -2.23 0.53
H 1.85 -0.88 -0.15
H 1.57 1.48 1.17
C -0.97 1.05 -0.82
H -0.12 1.80 1.65
H -0.74 -0.52 1.45
H -1.44 -0.43 -2.40
C -0.04 -1.26 -1.08
H -1.67 0.98 0.03
*
```

Values from the calculation:
LUMO energy in eV: 1.1
Orbital gap in Ha: 0.3782
E in eV: -8430.593
ΔE to the lowest compared entry with this formula, charge and spin in eV: 0.648
SMILES: C1=CCOCCC1

These are the natural (NBO) partial charges, in e, on atoms 1 to 6: 0.22 -0.06 -0.23 -0.45 0.20 -0.53

=====

Record 2
Molecular formula: C6H10O
Method: DFT, ωB97M-V/def2-TZVPD

```
! RIJCOSX wB97M-V def2-TZVPD def2/J DEFGRID3
* xyz 0 1
O -1.13 -2.14 -0.16
H 2.66 -1.22 0.54
H 2.49 2.03 0.16
H 2.50 -0.46 -1.14
H -2.77 0.47 1.16
H -2.45 -1.92 1.35
C 0.04 0.74 -0.63
C 0.91 -0.10 0.21
C -2.04 -0.01 0.52
C -1.90 -1.34 0.61
C -1.29 0.82 -0.44
H 0.53 -0.30 1.21
H -1.86 1.52 -1.05
H -0.68 -1.59 -0.81
H 2.40 2.76 0.02
C 2.08 -0.61 -0.15
H 0.51 1.35 -1.40
*
```

Values from the calculation:
LUMO energy in eV: 0.7
Orbital gap in Ha: 0.3392
E in eV: -8429.001
ΔE to the lowest compared entry with this formula, charge and spin in eV: 2.239
SMILES: C=C/C=C\C=C/O.[H][H]

These are the natural (NBO) partial charges, in e, on atoms 1 to 6: -0.67 0.21 0.00 0.19 0.23 0.19

=====

Record 3
Molecular formula: C6H10O
Method: DFT, ωB97M-V/def2-TZVPD

```
! RIJCOSX wB97M-V def2-TZVPD def2/J DEFGRID3
* xyz 0 1
H -0.89 -1.62 1.92
O -1.00 1.62 -0.81
H 1.56 -0.04 -1.82
C -1.34 0.43 -0.14
H 2.29 1.60 -1.32
H 1.06 1.49 0.81
C 0.01 -1.04 1.70
H -2.27 0.50 0.43
H -0.10 1.44 -1.25
H -0.54 -0.84 -1.78
H 0.85 -1.75 1.65
H -1.51 -1.74 -0.53
H 0.19 -0.37 2.54
C -0.92 -0.86 -0.76
C 0.99 0.68 0.08
C -0.11 -0.29 0.39
C 1.63 0.77 -1.09
*
```

Values from the calculation:
LUMO energy in eV: 1.0
Orbital gap in Ha: 0.3731
E in eV: -8429.283
ΔE to the lowest compared entry with this formula, charge and spin in eV: 1.957
SMILES: C=C[C@]1(C)C[C@@H]1O

These are the natural (NBO) partial charges, in e, on atoms 1 to 6: 0.21 -0.73 0.21 0.11 0.22 0.21